C8H16O3Si | ωB97M-V/def2-TZVPD

Computed properties:
energy relative to the best compared isomer or geometry (same formula, charge and spin) = 0.000 eV
structure (SMILES) = CC1=CC=CC[C@@H]1C.O[SiH](O)O
HOMO level = -8.27 eV
lowest unoccupied orbital energy = 0.5 eV
total energy = -22577.2011 eV
max |F| = 0.0837 hartree/bohr

Each line ends with the Mulliken charge.
CARTESIAN COORDINATES (ANGSTROEM)
C  -1.312  2.024  -0.127  -0.442
C  -0.417  1.013  0.350  -0.069
C  -2.380  1.815  -0.840  -0.666
C  -2.792  0.364  -1.241  -0.745
C  -1.990  -0.726  -0.530  0.622
C  -0.629  -0.294  0.179  0.466
C  -2.821  -1.434  0.568  -1.467
C  0.263  -1.296  0.713  -1.597
O  3.282  0.876  -1.003  -0.475
O  3.344  -1.197  0.398  -0.499
O  5.506  0.165  0.233  -0.397
Si  3.949  0.336  0.426  0.465
H  -1.057  3.149  0.007  0.178
H  0.458  1.242  0.921  0.449
H  -2.900  2.607  -1.346  0.382
H  3.597  0.767  1.822  -0.082
H  -3.903  0.179  -0.997  0.219
H  -2.742  0.299  -2.366  0.354
H  -1.686  -1.564  -1.177  0.321
H  -3.910  -1.343  0.292  0.355
H  -2.640  -0.852  1.479  0.310
H  -2.477  -2.379  0.687  0.431
H  0.910  -0.828  1.430  0.419
H  0.994  -1.863  0.051  0.167
H  -0.130  -2.070  1.422  0.323
H  2.780  1.647  -1.020  0.307
H  2.643  -1.441  -0.202  0.364
H  6.061  0.803  -0.131  0.309